{"formula": "C13H19P", "method": "the ωB97M-V functional and the def2-TZVPD basis", "homo_lumo_gap_ev": [6.635, 7.656], "e_homo_ev": [-6.91, -6.70], "energy_ev": -23075.1024, "multiplicity": 1, "relative_energy_kcal_mol": 57.0, "symbols": ["C", "C", "C", "C", "C", "C", "C", "C", "C", "C", "C", "C", "C", "P", "H", "H", "H", "H", "H", "H", "H", "H", "H", "H", "H", "H", "H", "H", "H", "H", "H", "H", "H"], "positions_angstrom": [[2.596312, 1.016991, -1.560161], [1.950217, 2.030797, -0.889100], [2.365325, -0.313350, -1.197328], [1.018449, 1.729345, 0.096915], [1.478839, -0.643740, -0.203022], [0.763305, 0.383856, 0.474200], [1.286410, -2.075749, 0.214503], [0.835275, -2.159807, 1.667564], [-0.439313, -1.344070, 1.851416], [-0.225453, 0.074670, 1.414553], [-1.641621, 1.713528, -1.277839], [-2.039408, -0.792870, -1.418729], [-2.211399, 0.499297, -0.721094], [-0.909520, 1.352809, 2.502622], [3.310855, 1.240093, -2.338521], [2.152718, 3.062183, -1.134988], [2.905940, -1.101113, -1.702389], [0.618416, 2.519505, 0.720794], [0.533051, -2.542532, -0.427983], [2.216501, -2.631265, 0.076651], [0.659435, -3.200236, 1.955848], [1.616128, -1.751942, 2.314871], [-1.244985, -1.797751, 1.261141], [-0.758071, -1.370602, 2.897956], [-0.599498, 1.871015, -0.863129], [-2.212382, 2.608848, -1.031567], [-1.498111, 1.638867, -2.358182], [-1.922405, -1.623001, -0.716073], [-1.171568, -0.760782, -2.078937], [-2.923117, -1.022496, -2.029094], [-2.871199, 0.543028, 0.130394], [-2.095338, 0.677104, 2.799185], [-1.543792, 2.169370, 1.569523]], "forces_ev_per_angstrom": [[0.1, -0.2, -0.1], [-0.2, 0.1, 0.2], [0.0, 0.2, -0.1], [0.9, -0.3, 0.6], [0.0, 0.0, 0.0], [0.2, 0.3, -0.6], [0.0, -0.1, 0.1], [-0.1, -0.2, -0.1], [0.2, 0.0, 0.1], [-0.6, 0.1, 0.3], [0.4, 0.4, 0.1], [-0.1, -0.1, 0.1], [0.1, -0.4, 0.3], [0.3, -0.1, 0.2], [0.0, 0.0, -0.1], [0.0, 0.1, 0.0], [0.1, -0.1, 0.0], [-0.1, 0.1, -0.2], [0.0, -0.1, 0.0], [0.0, 0.0, -0.1], [0.1, 0.1, 0.0], [0.0, -0.1, 0.0], [-0.1, 0.0, 0.1], [0.0, 0.0, -0.1], [-0.8, 0.0, -0.4], [0.0, 0.1, -0.1], [-0.1, 0.1, 0.0], [0.0, 0.0, -0.1], [0.0, -0.1, 0.0], [0.1, -0.1, -0.1], [-0.1, 0.0, 0.1], [-0.3, -0.2, 0.2], [-0.1, 0.4, -0.3]]}